This record from the OMol25 dataset describes a molecular structure, C18H19N2ORhS5. The level of theory is ωB97M-V with the def2-TZVPD basis set.

The geometry in ORCA input format:
```
! RIJCOSX wB97M-V def2-TZVPD def2/J DEFGRID3
* xyz 0 1
Rh 0.275 2.459 -0.908
C 0.340 4.496 -0.375
C 1.418 4.240 -1.309
C 2.289 3.298 -0.715
C 1.795 3.000 0.607
C 0.630 3.763 0.813
H -0.496 5.157 -0.528
H 1.497 4.647 -2.303
H 3.170 2.872 -1.169
H 2.244 2.327 1.320
H -0.010 3.718 1.679
S -6.609 1.663 -3.081
C -5.051 1.802 -2.595
S -4.510 1.472 -0.984
C -2.816 1.813 -1.234
C -2.462 2.182 -2.466
S -0.845 2.606 -2.949
S -3.753 2.264 -3.643
S -1.707 1.702 0.104
C -1.435 -4.100 2.253
C 0.076 -3.947 2.333
N 0.571 -2.821 1.535
C 1.105 -1.676 2.262
C 0.039 -0.868 2.991
C 0.665 -3.020 0.197
O 0.462 -4.107 -0.323
C 1.068 -1.870 -0.682
C 1.895 -2.112 -1.769
C 2.176 -1.077 -2.643
C 1.614 0.165 -2.409
N 0.808 0.398 -1.368
C 0.537 -0.602 -0.531
H -1.760 -4.940 2.868
H -1.739 -4.291 1.226
H -1.940 -3.199 2.606
H 0.560 -4.857 1.979
H 0.393 -3.775 3.363
H 1.660 -1.045 1.571
H 1.834 -2.054 2.985
H -0.715 -0.480 2.303
H 0.499 -0.023 3.507
H -0.470 -1.477 3.739
H 2.283 -3.110 -1.925
H 2.808 -1.224 -3.507
H 1.777 0.998 -3.080
H -0.171 -0.368 0.253
*
```

Orbital gap, hartree: 0.24113
HOMO, Ha: -0.24955

Here are the natural (NBO) charges for atoms 1 to 2, given in e: 0.490, -0.274